210
Properties=species:S:1:pos:R:3:lowdin_charge:R:1 method="wB97M-V/def2-TZVPD" largest_force_ev_per_a=5.7 smiles=CC1(C)CCCC(C)(C)N1O.CC1(C)CCCC(C)(C)N1O.CC1(C)CCCC(C)(C)N1O.CC1(C)CCCC(C)(C)N1O.CC1(C)CCCC(C)(C)N1O.CC1(C)CCCC(C)(C)N1O.CC1(C)CCCC(C)(C)N1O homo_lumo_gap_ev=7.980 de_lowest_ev=10.842 energy_ev=-92233.55690
C 5.91733 -6.27576 3.09504 -0.048
C 4.76143 -7.24050 3.01231 -0.415
C 4.05514 -7.20341 4.46569 -0.130
C 3.09349 -6.07623 4.90025 -0.180
C 2.12209 -5.87812 3.74650 -0.195
C 2.68006 -5.64892 2.40951 -0.505
N 3.62606 -6.72764 2.08201 -0.143
O 3.97144 -6.81822 0.79663 -0.010
C 1.42877 -5.66180 1.51936 -0.042
C 3.35102 -4.21961 2.27320 -0.006
C 5.18903 -8.71408 2.80412 -0.017
H 5.65421 -5.33836 3.58508 0.061
H 6.17497 -5.92751 2.09482 0.087
H 6.75378 -6.64168 3.69049 0.087
H 3.50157 -8.13650 4.57055 0.095
H 4.78831 -7.29380 5.26718 0.110
H 3.65423 -5.14264 4.94584 0.091
H 2.61319 -6.09441 5.87855 0.116
H 1.59503 -5.00532 4.13190 0.129
H 1.48559 -6.75313 3.87805 0.125
H 1.70189 -5.63785 0.46439 0.075
H 0.96239 -6.62672 1.71819 0.088
H 0.75201 -4.81024 1.58958 0.091
H 3.91582 -4.29352 1.34386 0.084
H 2.58659 -3.44317 2.30304 0.059
H 4.07023 -4.04935 3.07436 0.054
H 6.24312 -8.87866 3.02758 0.084
H 5.06392 -8.82559 1.72708 0.072
H 4.46067 -9.38431 3.26062 0.077
H 3.18704 -7.30353 0.53053 0.106
C -0.91819 2.77954 -6.44682 -0.026
C -1.90252 2.07410 -7.42245 -0.429
C -1.23509 0.71897 -7.88642 -0.125
C -1.11980 -0.43634 -6.83772 -0.148
C -2.57906 -0.74307 -6.26280 -0.142
C -3.21219 0.56216 -5.80017 -0.483
N -3.26701 1.67804 -6.78258 -0.140
O -4.00663 2.73459 -6.37596 -0.014
C -4.69458 0.18503 -5.56119 -0.038
C -2.45350 0.79310 -4.44946 -0.025
C -2.21693 2.97881 -8.65912 -0.043
H -0.32346 2.04914 -5.89827 0.067
H -1.58650 3.29059 -5.75378 0.076
H -0.38161 3.60077 -6.92198 0.081
H -1.73794 0.39144 -8.79636 0.112
H -0.21513 0.97033 -8.17729 0.111
H -0.33212 -0.41564 -6.08457 0.097
H -0.97180 -1.33270 -7.43999 0.095
H -2.66588 -1.52683 -5.51026 0.096
H -3.11882 -1.04306 -7.16100 0.111
H -5.11788 -0.42543 -6.35886 0.082
H -4.87699 -0.33403 -4.62023 0.070
H -5.45065 0.96919 -5.52189 0.065
H -2.75553 0.05725 -3.70420 0.069
H -1.37966 0.85993 -4.62408 0.057
H -2.79695 1.76534 -4.09605 0.082
H -1.31209 3.10739 -9.25312 0.081
H -2.48372 3.99420 -8.36598 0.072
H -3.10566 2.71399 -9.23194 0.078
H -4.68073 2.63712 -7.05249 0.112
C -7.96559 1.56380 -2.66222 -0.043
C -7.76140 2.10092 -1.23284 -0.454
C -7.10357 0.90224 -0.43363 -0.138
C -6.58005 1.27111 0.96850 -0.169
C -5.55900 2.45396 0.73050 -0.131
C -6.13210 3.74474 0.09994 -0.447
N -6.82614 3.29476 -1.13313 -0.144
O -7.28052 4.31968 -1.89746 -0.007
C -7.10427 4.57959 1.08707 -0.008
C -4.98786 4.73135 -0.22555 -0.050
C -9.16338 2.37484 -0.70550 -0.051
H -8.73031 2.11773 -3.20671 0.086
H -7.81518 0.48708 -2.74063 0.084
H -7.15401 1.90647 -3.30409 0.066
H -7.75573 0.02911 -0.41289 0.116
H -6.18918 0.63705 -0.96436 0.106
H -6.05781 0.41201 1.38960 0.099
H -7.26808 1.51781 1.77713 0.101
H -4.86587 1.96715 0.04442 0.098
H -5.13368 2.58360 1.72568 0.113
H -8.09020 4.12511 1.18446 0.053
H -6.61772 4.75683 2.04621 0.080
H -7.43341 5.44748 0.51564 0.070
H -4.28773 5.01000 0.56203 0.085
H -4.27204 4.35724 -0.95749 0.070
H -5.35297 5.65863 -0.66705 0.077
H -9.91076 1.64877 -1.02540 0.087
H -9.42243 3.41324 -0.91220 0.084
H -9.26617 2.39369 0.37949 0.065
H -6.45240 4.39218 -2.37763 0.107
C -1.35217 2.88103 0.01205 -0.033
C -0.93393 1.51720 0.48384 -0.437
C -1.75740 0.41147 -0.36607 -0.105
C -1.25017 -1.01566 -0.37017 -0.241
C 0.15688 -0.96525 -0.75255 -0.134
C 1.13793 -0.01689 0.10718 -0.406
N 0.52018 1.29244 0.35199 -0.139
O 1.31792 2.14266 1.09013 -0.003
C 1.54768 -0.76935 1.47611 -0.024
C 2.47843 0.25584 -0.66060 -0.027
C -1.40982 1.28532 1.94581 -0.022
H -2.41994 2.98912 -0.17847 0.063
H -1.02868 3.16006 -0.99074 0.088
H -0.96076 3.60306 0.72869 0.072
H -2.71742 0.15365 0.08114 0.103
H -1.93675 0.63982 -1.41668 0.100
H -1.73759 -1.74818 -1.01355 0.099
H -1.48627 -1.54158 0.55491 0.112
H 0.08102 -0.49195 -1.73149 0.116
H 0.64070 -1.93873 -0.83228 0.119
H 0.72513 -0.95397 2.16708 0.060
H 2.08627 -1.70533 1.32792 0.045
H 2.15311 -0.15163 2.13942 0.061
H 2.88606 -0.70065 -0.98784 0.081
H 2.19284 0.78992 -1.56684 0.080
H 3.18695 0.85222 -0.08579 0.066
H -1.06999 2.04127 2.65373 0.071
H -0.93995 0.37532 2.31890 0.064
H -2.46751 1.11648 2.14797 0.076
H 1.64236 2.82129 0.49363 0.107
C 3.24391 8.85588 2.92851 -0.038
C 2.88516 7.35787 2.45679 -0.386
C 3.80141 6.51636 3.40094 -0.132
C 3.13098 6.04360 4.73755 -0.170
C 1.76831 5.49169 4.45106 -0.169
C 0.79268 6.46792 3.68908 -0.447
N 1.40892 6.90016 2.43504 -0.139
O 0.52454 7.67391 1.75959 -0.007
C -0.46536 5.58234 3.39954 -0.036
C 0.41343 7.59434 4.74060 -0.028
C 3.32123 7.20020 0.93613 -0.041
H 4.26092 9.12459 2.64291 0.073
H 3.21983 8.96582 4.01269 0.063
H 2.57087 9.59780 2.49877 0.070
H 4.16574 5.64427 2.85794 0.104
H 4.71435 7.06967 3.62118 0.110
H 3.04941 6.73364 5.57738 0.110
H 3.76725 5.17918 4.92737 0.095
H 1.28315 5.06606 5.32944 0.120
H 1.90922 4.60371 3.83483 0.110
H -1.11759 6.08049 2.68222 0.069
H -0.41578 4.59271 2.94534 0.058
H -1.11412 5.49354 4.27093 0.079
H -0.26547 8.28828 4.24498 0.070
H -0.05963 7.29934 5.67725 0.080
H 1.10729 8.40578 4.96023 0.062
H 3.03027 8.00092 0.25621 0.073
H 2.97260 6.27284 0.48163 0.072
H 4.40671 7.10109 0.93899 0.075
H 0.72237 7.44675 0.84808 0.101
C -2.90130 -7.78079 -2.26442 -0.014
C -2.04572 -6.45767 -2.23352 -0.523
C -1.01225 -6.37529 -3.34997 -0.129
C -1.59189 -5.95834 -4.74666 -0.126
C -2.41394 -4.64857 -4.51364 -0.159
C -3.56677 -4.72547 -3.48487 -0.430
N -2.84363 -5.24654 -2.31842 -0.153
O -3.60839 -5.00790 -1.21243 -0.004
C -4.03843 -3.24126 -3.19734 -0.013
C -4.62513 -5.73356 -4.09233 -0.017
C -1.24363 -6.54499 -1.00274 -0.070
H -2.27702 -8.50946 -2.78154 0.074
H -3.85505 -7.89914 -2.77865 0.058
H -3.21739 -8.24030 -1.32792 0.076
H -0.17811 -5.74849 -3.03461 0.120
H -0.69359 -7.41693 -3.38900 0.105
H -2.21285 -6.78257 -5.09758 0.098
H -0.87424 -5.69820 -5.52473 0.106
H -2.88693 -4.53472 -5.48905 0.105
H -1.86824 -3.70532 -4.48913 0.106
H -4.91753 -3.08702 -2.57165 0.083
H -3.20294 -2.67103 -2.79126 0.062
H -4.19479 -2.75496 -4.16024 0.062
H -5.15725 -6.31449 -3.33903 0.071
H -5.44693 -5.20301 -4.57324 0.072
H -4.26770 -6.34817 -4.91854 0.070
H -0.93215 -5.52263 -0.78858 0.085
H -0.37648 -7.20513 -0.98373 0.099
H -1.83386 -6.75971 -0.11189 0.088
H -3.24463 -4.16480 -0.93232 0.094
C 5.03023 1.71791 5.06537 -0.022
C 6.21523 1.74461 4.07482 -0.488
C 7.40049 1.21161 4.93996 -0.148
C 7.42508 -0.32278 5.16467 -0.171
C 6.76676 -1.11697 4.02304 -0.122
C 6.51837 -0.29439 2.64442 -0.350
N 6.08489 1.11570 2.85097 -0.182
O 5.18498 1.65334 1.98288 0.017
C 7.92991 -0.18462 1.93336 -0.041
C 5.54414 -1.14781 1.64855 -0.011
C 6.76302 3.22604 3.69449 -0.007
H 4.05475 1.98489 4.65885 0.069
H 5.03847 2.44683 5.87574 0.078
H 4.93739 0.70112 5.44697 0.077
H 8.34713 1.51227 4.49098 0.095
H 7.40716 1.68137 5.92350 0.117
H 6.78759 -0.47551 6.03552 0.098
H 8.44778 -0.69535 5.22280 0.107
H 5.93601 -1.77131 4.28725 0.099
H 7.50315 -1.88151 3.77542 0.096
H 8.33403 -1.13967 1.59769 0.071
H 8.00229 0.46959 1.06453 0.079
H 8.73506 0.16458 2.57982 0.068
H 5.59623 -0.64951 0.68052 0.073
H 5.62345 -2.22634 1.51230 0.072
H 4.49228 -0.99698 1.89134 0.043
H 7.84143 3.32226 3.56858 0.068
H 6.51023 3.83368 4.56338 0.066
H 6.32170 3.64682 2.79101 0.063
H 4.50960 0.97528 2.05849 0.067